# C15H16FO11V

A structure of composition C15H16FO11V at a distorted geometry (ωB97M-V with the def2-TZVPD basis set, the OMol25 dataset).

```
44
Properties=species:S:1:pos:R:3
V 0.729 1.151 0.155
F 2.024 2.450 -0.549
C -0.564 -1.117 -3.019
C -0.220 0.004 -2.338
C -1.236 1.060 -1.961
O -0.886 1.872 -1.016
C -2.419 1.043 -2.641
C -2.745 0.011 -3.591
C -1.844 -1.210 -3.687
O -2.248 -2.240 -4.167
O -3.739 0.084 -4.279
O 0.811 0.025 -1.539
H 0.102 -1.966 -3.055
H -3.175 1.787 -2.424
C -2.186 -1.811 0.558
C -0.817 -1.591 0.768
C 0.091 -2.675 0.738
O 1.328 -2.616 1.087
C -0.410 -3.957 0.262
C -1.772 -4.187 -0.078
C -2.750 -3.059 0.158
O -3.936 -3.246 -0.154
O -2.126 -5.176 -0.753
O -0.357 -0.375 1.045
H -2.869 -0.968 0.571
H 0.256 -4.813 0.210
C 3.708 -0.029 0.435
O 2.343 -0.353 0.373
H 3.889 0.703 1.226
H 4.320 -0.908 0.650
H 3.989 0.433 -0.514
H 2.153 -1.319 0.531
C 2.415 2.051 3.067
O 1.594 1.191 2.283
H 2.500 1.679 4.090
H 3.409 2.099 2.631
H 2.015 3.067 3.112
H 0.965 0.782 2.886
C -0.167 3.967 1.575
O -0.434 2.591 1.348
H 0.889 4.138 1.736
H -0.437 4.571 0.698
H -0.810 4.335 2.381
H -1.382 2.524 1.189
```

## Properties
- HOMO (spin up / spin down) (eV) = 0.2 / -1.5
- net charge = -2
- frontier orbital gap (spin up / spin down) (eV) = 3.76 / 5.52
- energy (eV) = -66742.353
- spin multiplicity = 5
- ΔE to the lowest compared entry with this formula, charge and spin (kcal/mol) = 0.0